Computed, not measured: C16H15BClF3O in the gas phase in a non-equilibrium geometry, with ωB97M-V/def2-TZVPD.

Computed properties:
highest occupied orbital energy	-6.137	eV
gap between HOMO and LUMO	4.83	eV
electronic energy	-40229.079	eV
E_LUMO	-1.3	eV

Geometry as ORCA input:
```
! wB97M-V def2-TZVPD RIJCOSX def2/J DEFGRID3
* xyz 0 1
C -4.4483 -0.0015 0.0249
C -3.1795 -0.6728 -0.0536
C -2.9601 -2.0393 0.1170
C -1.7036 -2.3200 -0.3234
C -0.9856 -0.9858 -0.6149
B 0.9444 1.3924 3.3820
F 0.8715 0.7142 4.5974
F -0.7569 -1.0152 -1.9843
F 0.7267 2.7269 3.2973
O -2.1177 -0.0009 -0.5386
H -5.1594 -0.8143 -0.0258
H -4.6473 0.4783 0.9487
H -4.6420 0.7103 -0.7791
H -3.7913 -2.6978 0.4120
H -1.3000 -3.3420 -0.5438
Cl 2.4895 3.4750 -3.9035
C 1.8680 2.4452 -2.7280
C 1.1225 2.9333 -1.6505
C 0.5405 2.0519 -0.7186
C 0.7639 0.6561 -0.8257
C 0.1667 -0.5126 0.0027
C 1.1658 -1.6980 0.3386
C 2.0518 -1.6873 1.5964
C 1.9726 -0.3623 2.1938
C 1.0497 0.5935 2.0693
C 1.4892 0.2123 -1.9397
C 2.0272 1.0688 -2.8746
H 1.0471 4.0109 -1.5123
H -0.0426 2.4594 0.1241
H 0.4821 -2.5433 0.3894
H 1.7978 -1.7560 -0.5623
H 1.7131 -2.4712 2.3039
H 3.0589 -2.0470 1.3122
H 2.7750 -0.1376 2.8904
H 1.4149 1.3896 1.3330
H 1.6136 -0.8591 -2.0676
H 2.5818 0.6460 -3.6870
*
```